#one
ORCA calculation (wB97M-V/def2-TZVPD) on a cluster of 2 separate species, C14H16 in total.

Structure (XYZ):
```
30
C14H16 | OMol25 | wB97M-V/def2-TZVPD
C 1.251 2.294 -2.201
H 0.181 4.143 -1.762
C -0.886 1.190 -0.816
H -0.450 -0.630 -1.595
C 0.270 3.086 -1.609
H 1.977 2.724 -2.943
H -1.266 3.122 -0.098
C 0.724 -1.342 1.452
H 1.881 -0.808 -2.779
C -0.957 0.303 2.128
H 2.173 0.479 -3.849
C -1.602 -2.006 1.827
C -0.341 -2.306 1.473
C -1.931 -0.664 2.198
C -0.678 2.590 -0.816
C 0.065 -3.716 1.412
H 1.067 0.854 1.764
C 2.204 0.125 -2.848
H -2.817 -0.589 2.718
C -0.007 0.374 -1.474
H -1.783 0.811 -0.307
H 0.856 -4.006 2.137
H -0.866 -4.331 1.526
C 1.115 0.934 -2.156
H 3.111 0.346 -2.348
H 1.720 -1.582 1.357
C 0.318 -0.056 1.687
H -0.970 1.347 2.410
H 0.314 -3.985 0.398
H -2.402 -2.736 1.828
```

lowest unoccupied orbital energy	0.94	eV
HOMO	-8.685	eV
structure (SMILES)	Cc1ccccc1.Cc1ccccc1

#two
ORCA calculation (wB97M-V/def2-TZVPD) on a cluster of 2 separate species, C14H16 in total.

Structure (XYZ):
```
30
C14H16 | OMol25 | wB97M-V/def2-TZVPD
C 1.695 -2.173 -2.651
C -0.026 -3.013 -1.162
H -1.078 -2.879 -0.931
C -2.059 0.992 2.492
H -2.901 4.249 2.851
H 0.597 4.790 1.431
C -0.489 4.845 1.363
C 0.409 -2.090 -2.117
H -0.353 0.306 1.295
C -0.495 2.401 1.273
H 2.907 -0.488 -3.358
C 2.556 -3.087 -2.077
C 2.135 -3.911 -1.031
C -2.243 3.450 2.548
C 2.182 -1.217 -3.713
H 1.394 -0.717 -4.262
C -2.652 2.134 2.929
H 2.794 -1.773 -4.441
C 0.810 -3.962 -0.611
H 3.500 -3.331 -2.553
C -1.150 3.582 1.764
H -0.753 5.714 1.985
H -2.582 0.045 2.477
C -0.978 1.148 1.568
H 0.285 2.463 0.525
H -0.727 5.227 0.369
H -3.430 2.061 3.681
H -0.367 -1.481 -2.563
H 2.840 -4.705 -0.801
H 0.537 -4.822 -0.017
```

lowest unoccupied orbital energy	0.87	eV
HOMO	-8.981	eV
structure (SMILES)	Cc1ccccc1.Cc1ccccc1

Verdict on stability: #two comes out on top.

#one
ORCA calculation (wB97M-V/def2-TZVPD) on a cluster of 2 separate species, C14H16 in total.

Structure (XYZ):
```
30
C14H16 | OMol25 | wB97M-V/def2-TZVPD
C -1.044 -2.640 0.430
H -0.034 0.105 0.879
H -1.146 -0.637 2.384
H 3.492 3.484 0.551
H 0.712 1.276 2.884
C -2.524 -1.050 -0.551
C 2.650 2.806 0.620
H -2.837 -0.068 1.936
C 1.064 1.553 1.886
H -1.819 -3.357 -2.826
H -2.428 -1.654 2.603
C -2.507 -1.688 -1.767
C 2.087 2.485 1.846
H 2.371 2.951 -2.673
H -3.002 -1.463 -2.688
H -2.975 -0.044 -0.474
H 2.535 3.030 2.658
H -0.590 -3.147 1.283
C 2.219 2.176 -0.560
H 3.892 2.918 -1.896
C -2.109 -0.861 1.880
C -1.723 -2.876 -1.854
C 1.126 1.324 -0.532
C -1.879 -1.554 0.575
H -0.351 -4.171 -1.060
C 0.553 0.992 0.709
H 3.137 1.481 -2.348
C 2.893 2.431 -1.856
C -1.009 -3.353 -0.768
H 0.835 0.846 -1.459
```

lowest unoccupied orbital energy	0.94	eV
HOMO	-8.910	eV
structure (SMILES)	Cc1ccccc1.Cc1ccccc1

#two
ORCA calculation (wB97M-V/def2-TZVPD) on a cluster of 2 separate species, C14H16 in total.

Structure (XYZ):
```
30
C14H16 | OMol25 | wB97M-V/def2-TZVPD
H 2.520 -0.338 -1.514
C 2.861 0.805 1.665
C -3.248 -1.874 -1.864
H -1.645 0.771 0.420
C 3.227 2.051 2.423
C -2.070 0.051 -0.267
H -1.563 2.280 -1.313
H -2.135 -1.406 1.298
H 2.328 2.661 2.507
C 2.815 0.817 0.286
H -3.762 -2.561 -2.525
C 2.312 -0.296 2.362
C -2.360 0.367 -1.582
H 3.665 1.943 3.414
C 1.768 -1.351 0.223
H -3.306 -3.111 -0.142
H 4.006 2.618 1.907
H -1.228 1.576 -2.923
C -2.923 -2.180 -0.540
C 1.779 -1.313 1.601
C -2.324 -1.232 0.247
H 2.161 -0.325 3.431
C -3.018 -0.609 -2.367
H 1.439 -2.195 2.145
H -3.399 -0.368 -3.352
H -2.855 2.296 -2.434
C -1.976 1.717 -2.153
H 3.212 1.694 -0.213
C 2.347 -0.274 -0.448
H 1.374 -2.213 -0.294
```

lowest unoccupied orbital energy	0.91	eV
HOMO	-8.966	eV
structure (SMILES)	Cc1ccccc1.Cc1ccccc1

Verdict on stability: #two comes out on top.

#one
ORCA calculation (wB97M-V/def2-TZVPD) on a cluster of 2 separate species, C14H16 in total.

Structure (XYZ):
```
30
C14H16 | OMol25 | wB97M-V/def2-TZVPD
C -0.125 2.875 -1.091
C 0.505 -3.001 0.542
H -0.980 4.217 -3.115
H 0.895 -1.005 3.785
C -0.073 -3.484 1.711
H 2.056 -0.244 1.800
C 0.830 -1.661 2.920
C 1.430 -1.937 0.621
H 1.660 -0.636 -0.982
C -1.696 3.343 -2.960
C 0.235 2.122 0.041
C 0.154 -2.863 2.940
H 2.078 -2.256 -1.387
H 3.259 -1.353 -0.392
H -2.435 0.026 0.154
H -3.021 1.229 -1.772
H -0.037 -3.303 3.917
C 2.196 -1.517 -0.589
H -2.722 3.665 -3.062
C 1.481 -1.180 1.786
H 0.288 -3.559 -0.379
C -0.578 1.059 0.464
C -1.770 0.799 -0.197
H -1.439 2.668 -3.795
C -1.345 2.635 -1.714
C -2.146 1.604 -1.235
H 1.264 2.199 0.394
H -0.058 0.604 1.343
H 0.643 3.409 -1.623
H -0.546 -4.454 1.873
```

lowest unoccupied orbital energy	0.91	eV
HOMO	-8.839	eV
structure (SMILES)	Cc1ccccc1.Cc1ccccc1

#two
ORCA calculation (wB97M-V/def2-TZVPD) on a cluster of 2 separate species, C14H16 in total.

Structure (XYZ):
```
30
C14H16 | OMol25 | wB97M-V/def2-TZVPD
C 1.643 -1.011 1.878
H 4.822 -2.742 -1.206
H 0.885 0.596 0.788
H -5.308 0.034 -0.253
H 3.473 -2.278 -2.247
C 2.459 -2.120 1.914
C -2.629 2.084 -0.550
H -0.619 1.513 0.053
C -2.010 -0.066 0.283
H 0.998 -0.794 2.720
H 3.864 -3.340 0.860
H -1.408 3.859 -0.356
H 2.431 -2.854 2.706
C -3.963 1.688 -0.558
C 1.639 -0.166 0.770
C -1.658 1.255 -0.001
H -4.749 2.392 -0.797
H -2.233 3.818 -1.851
H -1.293 -0.793 0.655
C -3.320 -0.504 0.243
C 2.467 -0.477 -0.304
H -3.120 4.157 -0.460
C -4.299 0.407 -0.160
H -3.646 -1.503 0.503
C 4.152 -1.925 -1.464
H 2.460 0.276 -1.079
C 3.298 -2.417 0.835
C -2.336 3.545 -0.792
H 4.679 -1.064 -1.868
C 3.318 -1.570 -0.261
```

lowest unoccupied orbital energy	0.95	eV
HOMO	-9.057	eV
structure (SMILES)	Cc1ccccc1.Cc1ccccc1

Verdict on stability: #two comes out on top.

#one
ORCA calculation (wB97M-V/def2-TZVPD) on a cluster of 2 separate species, C14H16 in total.

Structure (XYZ):
```
30
C14H16 | OMol25 | wB97M-V/def2-TZVPD
H -3.253 -1.325 -1.066
C 0.213 -2.066 2.953
H 3.185 1.266 -0.742
H 1.035 -2.795 2.797
C -2.881 -1.241 0.980
H -0.654 -1.817 -1.515
H 2.153 -0.117 -3.250
C -0.436 2.398 -0.648
C 2.074 0.964 -3.118
C -1.163 -1.785 -0.543
C -2.477 -1.506 -0.337
C -0.770 -1.963 1.832
H -3.908 -0.942 1.205
H -0.073 2.978 1.395
C -2.046 -1.421 2.062
H -2.488 -1.148 3.013
H 2.328 2.171 1.306
H 3.139 1.115 -3.173
C -0.287 -2.110 0.544
H 0.721 -1.165 3.285
H 0.672 -2.442 0.162
C 0.058 1.781 -1.817
C 0.347 2.524 0.482
H -0.370 -2.583 3.738
C 1.702 2.223 0.413
C 1.418 1.498 -1.895
C 2.192 1.649 -0.748
H -1.432 2.839 -0.703
H 1.630 1.431 -4.017
H -0.630 1.585 -2.593
```

lowest unoccupied orbital energy	0.91	eV
HOMO	-8.954	eV
structure (SMILES)	Cc1ccccc1.Cc1ccccc1

#two
ORCA calculation (wB97M-V/def2-TZVPD) on a cluster of 2 separate species, C14H16 in total.

Structure (XYZ):
```
30
C14H16 | OMol25 | wB97M-V/def2-TZVPD
C 1.087 2.353 -1.908
C 1.762 -0.365 -1.988
H -0.780 1.668 -2.879
H 1.789 -1.386 -1.960
C -1.556 0.392 3.216
H -3.657 0.875 3.149
H 2.925 2.585 -0.901
H 3.957 -0.764 -0.624
C 0.256 1.406 -2.611
C -1.920 -1.035 0.763
C -2.167 -2.125 -0.324
H 4.322 0.642 0.166
C -2.988 -0.410 1.525
C 2.483 0.526 -1.234
H 0.801 3.408 -1.750
H 3.000 -0.028 0.768
C -0.510 -0.208 2.602
H -3.216 -2.358 -0.160
C 3.479 0.122 -0.174
H 0.049 -0.331 -3.407
H -1.407 1.016 4.147
C 2.314 1.956 -1.353
H 0.047 -1.461 0.936
H -2.142 -1.774 -1.358
C -0.678 -0.884 1.415
H 0.534 -0.328 2.933
H -3.979 -0.765 1.291
C 0.703 0.096 -2.749
H -1.640 -3.122 -0.236
C -2.867 0.297 2.707
```

lowest unoccupied orbital energy	0.88	eV
HOMO	-8.777	eV
structure (SMILES)	Cc1ccccc1.Cc1ccccc1

Verdict on stability: #one comes out on top.

#one
ORCA calculation (wB97M-V/def2-TZVPD) on a structure of composition C4H7NS2.

Structure (XYZ):
```
14
C4H7NS2 | OMol25 | wB97M-V/def2-TZVPD
C -1.972 0.890 -0.271
H -0.272 -2.161 -0.356
H 3.189 1.929 0.286
C -1.225 -1.536 -0.393
C -0.948 -0.038 -0.381
H -1.771 -1.888 0.437
H 2.823 0.948 1.772
S -1.515 2.509 -0.152
H -2.953 0.742 -0.119
S 0.935 1.566 0.427
C 2.624 1.254 0.728
H 0.971 2.169 -0.733
N 0.292 0.163 -0.175
H -1.642 -1.781 -1.437
```

lowest unoccupied orbital energy (spin up / spin down)	-1.00 / -1.65	eV
HOMO (spin up / spin down)	-8.144 / -6.987	eV

#two
ORCA calculation (wB97M-V/def2-TZVPD) on a structure of composition C4H7NS2.

Structure (XYZ):
```
14
C4H7NS2 | OMol25 | wB97M-V/def2-TZVPD
H 1.598 0.536 1.197
C 1.583 -0.112 0.289
C -0.019 -0.285 -0.221
S 0.902 2.232 -1.025
N -2.324 -0.260 0.727
H -0.803 1.011 1.022
H -0.305 -1.305 -0.764
H 2.190 2.435 -0.161
C -1.166 0.224 0.536
H 2.291 -0.796 0.350
H 1.196 -0.054 -1.844
C 0.982 0.435 -0.933
S -2.526 -1.559 -0.301
H -3.599 -2.501 1.128
```

lowest unoccupied orbital energy	-0.85	eV
HOMO	-8.574	eV

Verdict on stability: #one comes out on top.

#one
ORCA calculation (wB97M-V/def2-TZVPD) on an isolated molecule of C4H7NS2.

Structure (XYZ):
```
14
C4H7NS2 | OMol25 | wB97M-V/def2-TZVPD
H 2.120 -0.461 1.132
H 1.005 -0.485 -2.012
S -0.956 0.400 2.571
H 2.291 0.400 -0.910
C -1.629 0.118 0.971
H 0.715 1.414 0.320
H 0.632 -1.664 0.922
C 0.534 0.369 0.127
C 1.366 -0.819 0.617
H -2.782 0.008 0.857
N -0.856 0.195 -0.143
C 1.484 -0.324 -0.816
S -1.470 -0.219 -1.811
H -2.455 1.068 -1.824
```

lowest unoccupied orbital energy	-0.30	eV
HOMO	-8.210	eV
structure (SMILES)	S=CN(S)C1CC1

#two
ORCA calculation (wB97M-V/def2-TZVPD) on an isolated molecule of C4H7NS2.

Structure (XYZ):
```
14
C4H7NS2 | OMol25 | wB97M-V/def2-TZVPD
H -1.749 0.860 -0.814
H 0.203 0.426 1.518
H 0.631 1.338 -1.455
H 1.201 -2.497 -0.507
H 0.723 2.389 0.003
N 0.077 -0.954 -0.102
S 2.742 -0.784 0.005
C -1.155 1.236 -0.024
C 1.284 -1.475 -0.244
H -1.272 -2.397 1.114
C 0.270 1.555 -0.450
H -1.631 1.913 0.626
C -0.032 0.374 0.486
S -1.291 -1.984 -0.156
```

lowest unoccupied orbital energy	0.44	eV
HOMO	-8.400	eV
structure (SMILES)	S=CN(S)C1CC1

Verdict on stability: #two comes out on top.